No. 1
Computed, not measured: a molecular structure, C25H26NOPSTc, with ωB97M-V with the def2-TZVPD basis set.

Structure (XYZ):
```
56
Properties=species:S:1:pos:R:3:forces:R:3:lowdin_charge:R:1
Tc -0.05254 0.61620 -0.38715 -0.2 0.5 0.0 1.228
S -2.08830 -0.28036 -1.21104 -0.1 0.0 0.0 0.710
P 2.18567 -0.36781 -0.33553 -0.1 0.1 -0.2 1.077
O 0.80324 2.44966 -0.15735 0.0 -0.2 -0.1 -0.164
N -2.11804 2.26097 -0.02286 0.2 0.3 0.2 0.126
C 3.33204 0.89242 -0.92237 0.1 -0.1 0.2 -0.302
C 4.74965 2.76894 -0.34581 0.0 -0.1 0.0 -0.051
C 5.12751 2.87598 -1.67806 0.0 0.0 0.0 -0.027
C 0.41310 3.37281 1.99741 -0.1 0.0 -0.1 0.026
C 3.49304 -0.54451 2.19419 -0.1 0.0 0.0 -0.071
C 2.30609 -0.49421 1.45869 0.1 0.0 0.1 -0.316
C 3.69306 1.00959 -2.27225 0.1 0.1 -0.1 -0.246
C 4.60020 2.00943 -2.61865 0.0 0.0 0.1 -0.012
C 4.00377 -3.85319 -1.11783 0.0 0.1 0.0 -0.039
C 2.47856 -1.97461 -1.09550 0.2 -0.1 0.2 -0.303
C 1.06999 -0.56672 2.10524 0.1 0.0 0.1 -0.310
C 3.16791 0.12023 -3.35668 -0.1 -0.1 -0.1 -0.023
C 1.02115 -0.67940 3.49483 0.1 0.1 -0.2 -0.011
C 0.68788 3.47306 0.54747 0.2 0.2 0.2 -0.412
C 2.01009 -3.88851 -2.45378 0.0 0.1 0.1 -0.013
C 2.20129 -0.73727 4.21713 0.0 0.0 0.0 -0.022
C 0.40785 -2.01078 -2.59623 -0.1 0.3 -0.1 -0.093
C 0.85895 4.79274 -0.09620 0.0 -0.1 0.1 0.038
C 3.43271 -0.67148 3.57124 0.0 0.0 0.0 -0.029
C 3.16583 -4.50540 -2.01126 0.0 0.0 0.0 -0.024
C -2.34168 1.24706 -0.54503 0.0 -0.6 -0.3 -0.776
C 3.65733 -2.59757 -0.66016 0.0 0.0 0.0 -0.065
C 3.85824 1.78161 0.02597 0.0 0.1 0.0 -0.103
C 1.64700 -2.61490 -2.01587 0.0 -0.1 0.0 -0.275
C -0.17391 -0.59475 1.27925 -0.2 -0.1 0.0 -0.238
H -0.45110 -1.59864 0.94020 0.1 0.0 0.1 0.085
H 2.11145 -0.12156 -3.23093 0.1 0.0 0.0 0.053
H 0.17261 2.35701 2.29864 0.0 0.0 0.0 0.079
H 1.30692 3.71088 2.52973 0.0 0.0 0.0 0.124
H 3.42104 -5.49172 -2.37314 0.0 0.0 0.0 0.125
H 5.16245 3.43593 0.39705 0.0 0.0 0.0 0.118
H 4.89618 2.10568 -3.65324 0.0 0.0 -0.1 0.127
H 1.38583 5.48663 0.55734 0.0 0.0 0.0 0.115
H 3.27198 0.61594 -4.31940 0.0 0.0 0.0 0.097
H 4.45243 -0.45721 1.70537 0.1 0.0 0.0 0.116
H 0.34823 -0.92179 -2.44533 0.0 -0.2 0.0 -0.009
H 0.38276 -2.15209 -3.67733 0.0 0.0 0.0 0.110
H 1.37564 -4.39611 -3.16612 -0.1 0.0 -0.1 0.130
H 2.16517 -0.83151 5.29283 0.0 0.0 0.0 0.125
H 1.33948 4.70444 -1.06512 0.0 0.0 0.0 0.106
H 4.91783 -4.31913 -0.78188 0.0 0.0 0.0 0.122
H 4.34512 -0.71197 4.14795 0.0 0.0 0.0 0.124
H 3.57898 1.69334 1.06678 0.0 0.0 0.0 0.096
H 5.83620 3.63204 -1.98452 0.0 0.0 0.0 0.124
H 4.31717 -2.09976 0.03335 0.1 0.1 0.1 0.103
H -1.04226 -0.15977 1.79413 0.0 -0.1 0.0 0.089
H 3.71686 -0.82164 -3.40130 0.0 0.0 0.0 0.106
H -0.38785 4.05946 2.27362 0.0 0.0 0.0 0.121
H -0.49491 -2.46754 -2.18723 0.0 0.0 0.0 0.076
H 0.06915 -0.73599 4.00287 -0.1 0.0 0.0 0.129
H -0.15155 5.19845 -0.22695 0.0 0.0 0.0 0.128
```
Forces are in eV/Å.

## Properties
HOMO (spin up / spin down) (eV): -14.9 / -14.9
Gap between HOMO and LUMO (spin up / spin down) (eV): 6.9 / 6.5
Charge: +2
Expectation value of S²: 3.803
Spin multiplicity: 4



No. 2
Computed, not measured: 2 unconnected molecules or ions with the total composition C2Br2FN at a distorted geometry, with ωB97M-V with the def2-TZVPD basis set.

Structure (XYZ):
```
6
Properties=species:S:1:pos:R:3:forces:R:3:lowdin_charge:R:1
Br 2.00037 1.70743 -0.19147 -0.5 -0.7 -0.1 0.755
Br 2.02362 -1.58069 -0.25233 -0.4 1.0 0.2 0.721
F 0.92717 0.07069 1.63692 0.3 -0.2 -1.9 -0.096
N -1.85806 -0.16028 -0.94075 -2.4 -0.2 -1.0 0.021
C -0.81115 -0.11664 -0.51099 5.9 0.8 2.3 -0.191
C 1.18187 0.06170 0.30257 -2.9 -0.6 0.4 -1.210
```
Forces are in eV/Å.

## Properties
HOMO (eV): -11.4
Gap between HOMO and LUMO (eV): 9.6
Spin multiplicity: 1



No. 3
Computed, not measured: a single C5H12O2 molecule, with ωB97M-V with the def2-TZVPD basis set.

Structure (XYZ):
```
19
Properties=species:S:1:pos:R:3:forces:R:3:lowdin_charge:R:1
O 0.21530 -0.68187 0.50969 0.1 -0.1 0.0 -0.161
O -0.62087 2.22242 -0.95943 -0.2 0.0 0.0 -0.193
C -0.54829 0.48302 0.71459 -0.1 0.2 0.1 -0.195
C 0.55065 -3.00724 0.79615 0.0 0.0 0.0 -0.078
C 0.18560 1.64738 0.04819 0.1 -0.1 0.2 -0.192
C -0.35838 -1.82967 1.08873 -0.1 -0.3 0.1 -0.300
C 0.05639 2.46135 -2.16519 0.2 0.2 -0.3 -0.124
H 0.99439 3.01716 -2.01022 -0.2 0.0 0.0 0.089
H -0.48026 -1.69590 2.17826 0.0 0.0 -0.2 0.120
H -1.54553 0.38059 0.25624 0.2 0.1 0.1 0.132
H 0.29706 1.52264 -2.68576 0.0 0.1 0.1 0.091
H 0.66631 -3.13284 -0.28455 0.0 0.0 0.1 0.077
H 0.14247 -3.93293 1.21472 0.0 0.2 -0.1 0.075
H 1.11202 1.23492 -0.37734 -0.1 0.1 0.1 0.125
H 1.54153 -2.83645 1.22779 -0.1 0.0 0.0 0.077
H -1.36423 -2.00199 0.67056 0.1 0.0 0.0 0.121
H -0.60288 3.06623 -2.79441 0.1 -0.1 0.1 0.087
H -0.68833 0.65451 1.79423 0.0 0.0 -0.1 0.124
H 0.44706 2.42866 0.77775 0.0 -0.2 -0.1 0.126
```
Forces are in eV/Å.

## Properties
HOMO (eV): -9.7
Gap between HOMO and LUMO (eV): 10.8
Spin multiplicity: 1



No. 4
Computed, not measured: a molecular structure, C36H48BGaN6O3S3Se at a distorted geometry, with ωB97M-V with the def2-TZVPD basis set.

Structure (XYZ):
```
99
Properties=species:S:1:pos:R:3:forces:R:3:lowdin_charge:R:1
Se 0.03010 0.74990 -1.79950 -0.4 -0.2 0.3 0.803
Ga 0.13760 0.12360 0.57190 0.0 0.2 0.3 0.032
S -1.91590 -1.76510 -0.43170 0.8 -0.2 -0.2 0.733
S -1.85240 1.57280 1.18890 0.8 -0.3 -1.0 0.821
S 0.35060 -1.57150 2.36260 0.3 0.8 -0.6 0.869
O 0.87400 1.16190 2.48090 0.1 0.0 0.0 -0.132
O 2.09010 0.26640 0.29740 0.0 -0.2 -0.2 -0.163
O 6.82350 0.56030 0.36800 -0.2 0.0 0.4 -0.073
N -0.70310 -4.03310 1.78140 -0.5 0.6 0.3 0.006
N -4.23270 -0.33960 -0.68860 0.2 0.0 0.8 0.006
N -3.62560 -0.75860 1.38700 -0.4 -0.1 -0.4 0.003
N -2.15930 -2.51490 2.43140 0.4 -0.4 0.2 0.019
N -1.80040 2.08080 3.86340 -0.2 -0.8 0.0 0.014
N -2.18460 -0.03060 3.33460 0.0 0.4 0.2 0.048
C -1.92670 4.15360 5.17090 0.0 -0.2 -0.2 -0.043
C 2.73460 4.56520 -1.83600 0.1 0.2 0.0 -0.106
C 4.40600 0.40840 0.28040 0.2 0.0 -0.3 0.069
C -1.66240 3.54350 3.79090 0.3 0.7 -0.1 -0.538
C -2.04760 0.05570 4.69420 0.1 0.1 0.4 -0.047
C 1.12740 2.30840 -1.78490 -0.2 -0.2 0.0 -0.607
C 5.60110 0.53150 0.95110 -0.2 0.0 0.1 -0.273
C 0.52630 -4.66070 1.27250 0.7 -0.2 -0.3 -0.540
C -0.23470 3.87240 3.35460 -0.1 0.0 -0.1 -0.017
C 1.96110 0.93180 4.56320 -0.2 0.0 -0.1 -0.002
C 6.87710 0.61770 -1.03720 0.0 0.0 -0.3 -0.083
C 0.31590 -6.17250 1.14750 -0.1 0.3 0.1 -0.046
C -4.78400 -0.02850 1.42160 -0.4 0.1 -0.2 -0.067
C -4.90430 1.08580 -2.54330 0.0 -0.1 0.1 -0.029
C -5.16500 0.21860 0.15520 -0.3 0.3 0.4 -0.053
C -2.83350 -3.67950 2.20130 0.0 -0.4 -0.1 -0.054
C 0.83020 -4.07740 -0.11240 -0.1 0.1 0.1 -0.024
C -3.28550 -0.93190 0.08720 0.2 -0.3 -0.1 -0.669
C -3.17740 -0.64110 -2.94000 0.1 0.0 0.1 -0.108
C -2.68420 4.13220 2.81260 0.1 -0.1 0.0 -0.054
C 1.19830 3.13660 -0.67360 0.0 -0.1 0.1 -0.134
C 2.02270 4.24530 -0.69120 0.1 0.1 0.1 -0.086
C -1.94400 -4.61530 1.80000 -0.6 -0.1 0.0 -0.035
C 1.95810 0.95490 3.05320 -0.1 0.2 0.3 -0.407
C 3.17660 0.46730 0.96820 -0.3 0.0 0.4 -0.297
C 4.43410 0.75300 3.03570 0.0 0.0 -0.2 -0.026
C 3.19120 0.72350 2.37030 0.0 -0.2 -0.5 -0.107
C -4.43630 -0.31960 -2.14430 -0.1 -0.2 -0.8 -0.544
C -1.97150 1.20490 2.84090 -0.1 0.1 -0.2 -0.608
C -5.51500 -1.36140 -2.46800 0.2 0.2 0.1 -0.021
C 5.61100 0.64630 2.35650 0.2 0.0 0.1 -0.015
C -1.80420 1.34220 5.02150 -0.1 -0.4 0.5 -0.046
C -0.86870 -2.74050 2.14910 0.1 0.1 0.2 -0.675
C 1.69170 -4.41680 2.23680 0.0 0.1 -0.1 -0.057
C 1.82580 2.63780 -2.94030 -0.1 -0.2 0.1 -0.140
C 2.61370 3.77190 -2.96530 0.2 0.1 -0.1 -0.103
B -2.95920 -1.21890 2.68820 0.3 0.1 -0.3 -0.577
H 6.27660 1.45070 -1.41910 0.1 -0.1 0.0 0.098
H -0.10110 4.94770 3.28000 0.0 0.2 0.0 0.094
H -6.42550 -1.16830 -1.90420 -0.1 0.0 0.0 0.079
H -0.44630 -6.41060 0.41000 -0.1 -0.1 0.0 0.082
H -3.89350 -3.74730 2.33590 -0.2 0.0 0.0 0.129
H 3.14690 4.03440 -3.86770 0.1 0.0 -0.1 0.097
H 2.59790 1.70990 4.97330 0.1 0.1 0.1 0.086
H -1.13590 3.90550 5.87570 0.0 0.0 0.1 0.081
H 2.03210 -3.38790 2.18770 0.0 -0.1 0.1 0.025
H -3.39570 -0.55070 -4.00030 -0.2 0.1 -0.1 0.089
H -5.15350 -2.35670 -2.21720 0.0 -0.1 0.0 0.089
H -5.24360 0.26300 2.34360 -0.1 0.0 0.2 0.125
H -4.85000 1.18730 -3.62300 0.0 0.0 -0.1 0.088
H 2.11160 4.86190 0.19300 0.0 0.1 0.0 0.100
H -4.25660 1.83530 -2.09560 0.1 0.1 0.0 0.097
H 4.46140 0.90070 4.10360 0.0 0.0 0.1 0.106
H -3.82480 -1.50540 3.46040 -0.2 -0.1 0.2 0.128
H -1.62830 1.76870 5.98500 0.0 0.1 0.2 0.116
H 0.05570 -6.61260 2.10880 -0.1 -0.1 0.0 0.093
H 7.92620 0.77190 -1.28760 -0.1 0.0 0.0 0.092
H -0.01960 -4.21320 -0.78010 0.0 -0.1 0.0 0.081
H 1.24770 -6.62110 0.81290 0.1 0.0 0.0 0.089
H -5.93110 1.27680 -2.24380 -0.1 0.1 0.0 0.072
H 2.52140 -5.06030 1.96080 0.1 -0.2 -0.1 0.086
H 2.32890 -0.03960 4.88310 0.1 -0.1 0.2 0.095
H -5.74480 -1.32890 -3.52990 0.0 0.0 -0.1 0.088
H -3.69360 3.82240 3.07370 -0.1 0.0 0.1 0.093
H -6.01880 0.75530 -0.20040 -0.1 0.1 -0.1 0.117
H -2.37420 0.05210 -2.69720 0.0 0.0 0.0 -0.007
H -0.02680 3.42040 2.39020 0.0 0.0 -0.1 0.050
H 1.69990 -4.57610 -0.53460 0.1 0.0 0.0 0.093
H 3.37040 5.43990 -1.85150 0.0 0.0 0.0 0.095
H -2.82720 -1.64840 -2.74650 0.0 0.0 -0.1 0.026
H 1.04180 -3.00920 -0.05350 0.0 0.0 0.0 0.063
H 1.40320 -4.64070 3.26180 0.0 -0.1 0.1 0.093
H 0.47990 3.47550 4.07230 0.1 0.0 0.1 0.082
H -2.13530 -0.80800 5.32230 -0.1 -0.1 0.1 0.129
H 6.56810 0.67720 2.85290 0.1 0.1 0.1 0.113
H -2.88730 3.82580 5.56420 -0.1 0.0 0.1 0.091
H -2.12140 -5.63610 1.54200 0.0 -0.2 0.0 0.115
H 0.61330 2.90080 0.20950 0.1 0.0 0.0 0.055
H -1.95470 5.23550 5.06570 0.0 0.0 0.0 0.090
H -2.63420 5.21650 2.85530 0.0 0.1 0.1 0.087
H 0.94600 1.05690 4.92620 -0.1 0.0 0.0 0.064
H 6.52480 -0.31830 -1.48130 0.0 0.1 0.0 0.096
H 1.75260 1.99000 -3.80450 0.0 0.0 0.0 0.093
H -2.47880 3.81880 1.79560 0.0 0.1 0.0 0.015
H 4.34350 0.27780 -0.78850 0.0 0.0 -0.1 0.119
```
Forces are in eV/Å.

## Properties
HOMO (eV): -7.0
Gap between HOMO and LUMO (eV): 7.4
Spin multiplicity: 1



| no. | DFT total energy (Eh) |
| --- | --- |
| 1 | -1917.98274 |
| 2 | -5378.73190 |
| 3 | -348.14085 |
| 4 | -7500.72538 |